No. 1
Molecular formula: C20H18N4O3S
Method: DFT, ωB97M-V/def2-TZVPD

The geometry in XYZ format:
```
46
Properties=species:S:1:pos:R:3:mulliken_charge:R:1
C 7.75594 0.48406 -0.95585 -0.653
O 6.51327 -0.12268 -0.64344 -0.304
C 5.45644 0.70733 -0.58681 0.742
O 5.54772 1.89579 -0.78703 -0.625
C 4.19869 0.00796 -0.25637 0.084
C 3.02812 0.76078 -0.15700 -1.116
C 1.83338 0.15146 0.15043 -0.269
C 1.78113 -1.22911 0.36623 1.260
N 0.54501 -1.77640 0.68259 0.140
C 0.21768 -3.07217 0.90114 0.738
O 0.96738 -4.02132 0.87647 -0.643
C -1.26687 -3.23321 1.22872 -0.901
S -2.36486 -2.98790 -0.21031 -0.103
C -2.61491 -1.25529 -0.17770 0.390
N -1.87216 -0.48650 0.54414 -0.337
C -2.24137 0.84175 0.70680 -0.542
C -1.63788 1.57238 1.72755 -0.162
C -2.00834 2.88457 1.94866 -0.633
C -2.98376 3.47823 1.16428 -0.709
C -3.58548 2.75982 0.14324 -0.535
C -3.21800 1.44859 -0.09568 0.134
C -3.76110 0.64229 -1.24204 0.383
C -5.25476 0.75750 -1.57583 -0.669
C -5.63591 -0.69943 -1.66095 -0.308
N -4.72556 -1.50079 -1.28616 -0.998
N -3.62838 -0.79752 -0.94129 0.559
C 2.94991 -1.98438 0.26564 -0.672
C 4.14471 -1.36799 -0.04298 -0.773
H 8.49475 -0.31331 -0.94895 0.227
H 7.71151 0.95771 -1.93910 0.287
H 8.00506 1.24523 -0.21313 0.286
H 3.08257 1.82561 -0.32557 0.452
H 0.92643 0.73450 0.22661 0.324
H -0.24672 -1.11334 0.71260 0.058
H -1.44735 -4.25790 1.55096 0.435
H -1.57988 -2.52557 1.99530 0.359
H -0.88999 1.09341 2.34076 0.519
H -1.53391 3.44778 2.73790 0.401
H -3.26989 4.50412 1.33794 0.391
H -4.33207 3.22893 -0.48107 0.437
H -3.15342 0.84305 -2.14181 0.199
H -5.43828 1.28959 -2.50712 0.357
H -5.82602 1.24452 -0.77925 0.364
H -6.59928 -1.06203 -1.96206 0.452
H 2.90837 -3.04827 0.43008 0.526
H 5.04806 -1.95185 -0.12059 0.446
```

* frontier orbital gap: 8.743 eV
* structure (SMILES): COC(=O)c1ccc(NC(=O)CSC2=Nc3ccccc3[C@@H]3CC=NN23)cc1
* HOMO: -8.351 eV
* relative energy (zero: lowest compared OMol25 entry of this formula, charge and spin): 46.1 kJ/mol

***

No. 2
Molecular formula: C2H9NOS2
Method: DFT, ωB97M-V/def2-TZVPD

The geometry in XYZ format:
```
15
Properties=species:S:1:pos:R:3:mulliken_charge:R:1
N -1.03286 -0.33473 -1.51147 -0.525
C -1.00334 -0.34687 -0.05515 -0.672
C -0.27011 0.94029 0.48722 -0.641
S -0.59307 0.87738 2.27343 0.235
S 0.95229 -0.15037 2.95324 0.088
H -1.69055 -1.02362 -1.85453 0.273
H -1.42734 0.57900 -1.70072 0.241
H -0.49162 -1.18898 0.42272 0.382
H -1.98193 -0.38118 0.44276 0.510
H -0.76343 1.81382 0.07345 0.467
H 0.80100 0.93259 0.28261 0.367
H 0.37081 -0.42607 4.14943 0.286
H 1.68538 -0.18872 -2.18495 0.312
H 3.04753 -0.70961 -2.21761 0.314
O 2.39724 -0.39293 -1.56042 -0.637
```

* total charge: +1
* frontier orbital gap (alpha / beta): 9.346 / 6.036 eV
* HOMO (alpha / beta): -13.814 / -13.810 eV
* <S²>: 0.754
* relative energy (zero: lowest compared OMol25 entry of this formula, charge and spin): 0.0 kJ/mol
* multiplicity: 2

***

No. 3
Molecular formula: C6H12O
Method: DFT, ωB97M-V/def2-TZVPD

The geometry in XYZ format:
```
19
Properties=species:S:1:pos:R:3:mulliken_charge:R:1
C -2.27572 -1.09735 0.36662 -1.205
C -0.85392 -1.23464 -0.17464 -0.689
C 0.02266 -0.00627 0.12272 0.901
C 1.47542 -0.23891 -0.31753 -0.697
C 2.39503 0.92906 0.03342 -1.209
C -0.52771 1.14069 -0.68690 -0.802
O -0.95588 2.06092 0.15698 -0.270
H -2.86840 -1.99461 0.15960 0.383
H -2.26720 -0.93852 1.45126 0.312
H -2.79209 -0.24399 -0.08836 0.280
H -0.37039 -2.11682 0.26476 0.373
H -0.88173 -1.39077 -1.26032 0.346
H -0.00355 0.20517 1.20560 0.158
H 1.48880 -0.40860 -1.40144 0.332
H 1.83967 -1.15920 0.15780 0.369
H 3.42823 0.72750 -0.26853 0.384
H 2.38904 1.12203 1.11276 0.312
H 2.07286 1.84823 -0.47029 0.283
H -1.31512 2.79606 -0.36350 0.438
```

* frontier orbital gap: 9.420 eV
* HOMO: -8.513 eV
* relative energy (zero: lowest compared OMol25 entry of this formula, charge and spin): 242.1 kJ/mol

***

No. 4
Molecular formula: C24H30CrN4O2P2S4
Method: DFT, ωB97M-V/def2-TZVPD

The geometry in XYZ format:
```
67
Properties=species:S:1:pos:R:3:mulliken_charge:R:1
Cr -1.32069 0.35160 0.20282 0.448
C 4.55002 -4.06564 2.63108 -0.455
C 4.89814 -2.88719 1.98320 -0.683
C 3.93037 -1.92683 1.71094 -0.102
C 2.60120 -2.12691 2.08408 -0.225
C 2.26963 -3.30804 2.74861 -0.278
C 3.23194 -4.27399 3.01488 -0.617
P 1.18790 -1.00933 1.66319 -0.028
C 2.07593 0.58904 1.41751 0.368
C 1.81080 1.46114 0.36269 0.696
C 2.39251 2.72606 0.30307 -0.940
C 3.24971 3.14111 1.30809 -0.599
C 3.50211 2.29426 2.38322 -0.610
C 2.91542 1.03796 2.44289 -0.784
C 0.71067 -1.74515 0.03031 0.469
C 1.50387 -2.70326 -0.62266 -0.190
C 0.97696 -3.46424 -1.65666 -0.462
C -0.35569 -3.29322 -2.01895 -0.853
C -1.12939 -2.32417 -1.39464 -0.239
C -0.63490 -1.50606 -0.36468 -0.061
H 5.30449 -4.81327 2.84207 0.382
H 5.92649 -2.71413 1.68864 0.392
H 4.21775 -1.01136 1.20714 0.404
H 1.24057 -3.47075 3.05326 0.377
H 2.95433 -5.18646 3.52796 0.403
H 1.10782 1.18553 -0.41420 -0.169
H 2.15354 3.38307 -0.52682 0.524
H 3.70374 4.12434 1.26791 0.400
H 4.15471 2.61734 3.18556 0.387
H 3.10913 0.39810 3.29741 0.474
H 2.52448 -2.88695 -0.30122 0.416
H 1.58699 -4.21723 -2.14288 0.406
H -0.78649 -3.92523 -2.78917 0.364
H -2.16133 -2.20126 -1.71383 0.426
S -4.49537 3.88026 -0.23089 -0.258
C -3.36767 2.68679 -0.19451 0.346
S -3.80943 1.06881 -0.95212 -0.271
S -1.81296 2.74727 0.48610 -0.436
N 2.05874 -0.21231 -2.66362 0.173
C 0.92691 -0.19747 -3.66457 -0.557
P -0.09474 1.24321 -3.13627 0.070
O 0.81726 2.40653 -3.35196 -0.850
O -0.54937 0.90959 -1.74094 0.247
C -1.49815 1.23040 -4.26996 -0.570
N -2.43510 2.28821 -3.86895 -0.481
H 2.87820 -0.71609 -2.98545 0.435
H 1.72984 -0.64439 -1.79341 -0.405
H 2.33113 0.75507 -2.45509 0.313
H 0.42197 -1.16019 -3.63371 0.216
H 1.36518 -0.00572 -4.64081 0.531
H -1.98347 0.25495 -4.18597 0.338
H -1.10891 1.34609 -5.28745 0.383
H -3.24825 1.36272 -2.15551 0.063
H -3.21087 2.36136 -4.51108 0.201
H -1.97470 3.18856 -3.83340 0.223
S -2.23199 -0.33353 2.37316 -0.393
C -3.64190 0.63590 2.46316 -0.137
N -3.69503 1.89389 2.87295 0.016
C -5.01928 2.49990 2.71764 -0.431
C -5.82907 1.35071 2.07802 -0.317
N -4.86547 0.24497 2.09901 -0.043
H -2.85004 2.42332 3.00396 0.317
H -4.96551 3.36395 2.06050 0.065
H -5.41795 2.80622 3.68238 0.346
H -6.11495 1.59123 1.05483 0.235
H -6.71948 1.10119 2.64806 0.317
H -4.99227 -0.62025 1.60509 0.271
```

* frontier orbital gap (alpha / beta): 7.113 / 7.536 eV
* HOMO (alpha / beta): -7.081 / -7.506 eV
* <S²>: 6.028
* relative energy (zero: lowest compared OMol25 entry of this formula, charge and spin): 122.9 kJ/mol
* multiplicity: 5

***

No. 5
Molecular formula: C4H7NO3
Method: DFT, ωB97M-V/def2-TZVPD

The geometry in XYZ format:
```
15
Properties=species:S:1:pos:R:3:mulliken_charge:R:1
O 1.95856 2.00290 0.74669 -0.174
C 1.07918 1.38412 0.29374 -0.031
C 1.05087 -0.10089 -0.13172 0.060
C 1.03120 -0.13080 -1.67716 -1.133
N 0.03621 -0.89128 0.48446 -0.099
C -1.34855 -0.65258 0.21420 0.499
O -2.04690 -1.30760 1.13078 -0.432
O -1.71393 -0.14115 -0.80500 -0.424
H 0.07638 1.78176 0.00118 0.394
H 1.96961 -0.64029 0.14609 0.484
H 1.16852 -1.19599 -1.86285 0.326
H 1.94761 0.33141 -2.07037 0.413
H 0.21084 0.44350 -2.08297 0.379
H 0.21990 -1.24510 1.41775 0.335
H -3.00125 -1.21296 1.00105 0.402
```

* total charge: +1
* frontier orbital gap (alpha / beta): 11.125 / 6.698 eV
* HOMO (alpha / beta): -16.007 / -15.918 eV
* <S²>: 0.758
* relative energy (zero: lowest compared OMol25 entry of this formula, charge and spin): 28.8 kJ/mol
* multiplicity: 2

***

No. 6
Molecular formula: C2HO3Pb
Method: DFT, ωB97M-V/def2-TZVPD

The geometry in XYZ format:
```
7
Properties=species:S:1:pos:R:3:mulliken_charge:R:1
O -1.68194 0.48045 -0.05593 -0.354
O 1.06251 -1.54313 0.09921 -0.335
O 0.31622 0.93434 -0.05839 -0.686
C -0.18345 -1.48496 -0.05883 -0.092
C -0.53934 0.03154 -0.41049 0.805
Pb 2.23570 0.12237 0.11958 1.181
H -1.20971 1.45940 0.36487 0.480
```

* total charge: +1
* frontier orbital gap (alpha / beta): 7.106 / 7.104 eV
* HOMO (alpha / beta): -13.679 / -13.676 eV
* relative energy (zero: lowest compared OMol25 entry of this formula, charge and spin): 103.9 kJ/mol

***

Sequential E_tot output: -43970.7929, -27419.6379, -8461.8444, -125772.7276, -11884.7011, -13468.7425 eV